No. 1
Entry from OMol25: 10 unconnected molecules or ions with the total composition C16H55O19P3 (wB97M-V/def2-TZVPD).

Computed properties:
SMILES   COP(=O)(OC)OC.COP(=O)(OC)OC.COP(=O)(OC)OC.CO.CO.CO.CO.CO.CO.CO
Energy relative to the best compared isomer or geometry (same formula, charge and spin)   48.6 kcal per mole

```
93
Properties=species:S:1:pos:R:3:forces:R:3
C 2.983848 4.204680 -1.689574 0.5 -1.4 1.0
O 3.757128 3.704900 -0.515564 0.0 -1.1 -0.7
P 4.567228 2.285660 -0.564744 0.3 0.7 0.5
O 5.876878 2.351070 -1.298474 -2.0 -0.4 1.5
O 4.565448 1.795660 1.032676 0.1 0.9 -2.4
C 5.360008 2.488360 2.016986 -0.2 0.0 -0.3
O 3.474178 1.267690 -1.148224 0.1 1.2 0.3
C 3.693768 -0.122700 -1.340094 0.5 0.0 -0.4
H 2.003128 4.524420 -1.337374 0.3 0.4 0.3
H 2.771578 3.338750 -2.316624 0.3 0.2 -0.4
H 3.562938 4.981330 -2.189144 -0.2 -0.1 0.1
H 5.933308 1.711320 2.522586 0.1 0.3 0.1
H 4.688958 3.010410 2.699086 -0.1 -0.1 0.0
H 5.993818 3.245050 1.554586 0.2 -0.2 0.0
H 4.687358 -0.380530 -0.973464 -0.3 -0.4 0.4
H 3.708548 -0.348670 -2.406314 -0.1 0.2 -0.1
H 2.850388 -0.644270 -0.887554 0.4 -0.2 0.2
C 0.118878 -2.997430 1.613326 -0.2 -0.7 -0.4
O -0.000412 -4.441430 1.518606 0.3 -1.2 0.6
P 1.168118 -5.463450 1.950686 1.2 0.6 -1.8
O 2.490228 -5.150190 1.347686 -1.3 -0.4 0.8
O 1.208968 -5.541390 3.517506 0.8 0.4 -0.5
C 0.030208 -5.505490 4.266226 -0.2 0.5 1.7
O 0.536998 -6.869380 1.569196 -0.2 0.0 -0.4
C 1.139338 -8.148390 1.894606 0.5 0.6 -0.1
H 0.830538 -2.725630 2.392916 0.0 0.1 -0.1
H -0.888712 -2.637760 1.821906 0.2 0.0 0.1
H 0.408898 -2.634550 0.627266 0.2 0.2 0.2
H -0.913542 -5.488440 3.721106 0.2 -0.3 -0.3
H 0.111608 -4.586840 4.847226 -0.4 0.1 0.1
H 0.104688 -6.322140 4.984296 -0.4 -0.1 -0.1
H 2.126628 -8.077280 2.351016 -0.1 0.5 0.4
H 1.371108 -8.677390 0.970196 -0.7 -0.1 0.0
H 0.465208 -8.659840 2.581676 0.0 -0.2 -0.4
C 0.514248 3.682070 4.528226 0.6 -0.4 1.9
O -0.093212 4.015780 3.340996 -0.1 0.4 -2.8
P 0.746698 4.093720 1.956106 1.6 0.5 0.7
O 2.175368 4.546560 2.148286 -3.0 -0.6 -0.5
O 0.673118 2.579450 1.347076 -1.4 1.9 -0.5
C 1.421628 1.586710 1.958216 1.9 -1.5 0.9
O -0.252222 5.021240 1.074406 1.1 -1.3 0.5
C -1.496872 4.445780 0.599386 0.0 -0.5 0.6
H 1.597008 3.562130 4.491426 0.1 0.2 -0.3
H 0.108278 2.732470 4.876876 -0.1 0.0 0.2
H 0.288448 4.486180 5.228596 0.0 -0.2 0.3
H 0.916208 0.689880 2.316486 -1.2 0.4 0.0
H 1.977688 1.955600 2.820086 0.1 0.2 -0.1
H 2.149788 1.124590 1.291646 0.1 0.6 -0.4
H -2.083082 5.209630 0.088516 0.5 0.0 -0.3
H -2.120032 4.110430 1.428436 0.1 0.0 0.2
H -1.243692 3.558760 0.018706 -0.4 0.3 -0.4
C 1.221358 -1.975860 -3.488704 -0.9 0.9 -0.2
O 0.817088 -2.339810 -2.139924 0.9 -0.3 -1.3
H 2.230178 -1.584410 -3.619664 0.2 -0.2 0.7
H 1.096838 -2.729400 -4.266374 -0.2 -0.5 0.5
H 0.547528 -1.164950 -3.765254 0.1 0.1 -0.1
H 0.845658 -3.298300 -2.094314 0.0 -0.1 0.4
C -0.590222 0.501970 -6.105744 -0.2 1.3 1.2
O 0.198788 0.915850 -4.969624 -0.2 -0.4 0.1
H -0.850012 -0.544010 -5.942874 0.8 -0.2 -0.7
H -1.567322 0.984110 -6.075434 -0.1 0.3 -0.1
H -0.062172 0.881610 -6.980474 -0.2 -1.1 -0.5
H 0.507068 1.813730 -5.112374 -0.1 0.0 -0.1
C -4.517412 1.673370 -1.072474 0.5 -1.0 0.6
O -3.965512 2.836540 -0.431224 -0.7 -0.2 -0.8
H -5.350782 1.228370 -0.528814 -0.2 0.6 0.3
H -4.842082 1.778660 -2.107664 0.2 0.5 0.0
H -3.757812 0.893800 -1.014334 0.1 0.0 -0.4
H -3.866682 3.475370 -1.140964 0.1 0.3 0.2
C -3.919482 -0.477870 -4.339104 0.3 1.0 -0.3
O -4.831642 0.097340 -5.326424 0.9 -1.0 0.7
H -4.346472 -0.696150 -3.360264 -0.4 0.0 -0.2
H -3.368572 -1.357790 -4.671284 -0.8 -0.3 -0.6
H -3.098692 0.219980 -4.173564 -0.1 0.4 0.2
H -5.613992 0.435780 -4.884854 0.1 -0.1 0.2
C -2.149632 0.940750 2.409136 1.5 -1.4 -0.1
O -1.774172 -0.326810 3.018026 -1.0 -0.3 0.4
H -1.577392 0.930360 1.481486 -0.3 0.7 -0.3
H -3.217552 0.880110 2.199466 0.2 0.3 0.3
H -1.825742 1.755890 3.056236 -0.4 0.2 -0.1
H -0.837862 -0.428090 3.204226 0.0 0.5 -0.2
C -0.761902 0.617430 -1.558014 0.5 1.1 -0.5
O -0.582742 -0.464760 -0.724824 -0.3 -0.8 1.2
H -1.645132 0.547660 -2.192954 -0.1 -0.1 -0.2
H -0.834562 1.537140 -0.977544 -0.1 0.1 0.1
H 0.141238 0.675160 -2.165554 -0.2 0.6 -0.5
H 0.011648 -1.036650 -1.215984 0.0 -0.8 0.2
C -4.244202 -1.259190 0.817466 1.0 0.6 -0.9
O -3.717282 -2.050530 1.813136 -0.5 -1.4 1.2
H -3.378012 -0.897700 0.263286 -0.2 0.3 -0.7
H -4.866422 -1.864470 0.158246 -0.1 0.1 0.1
H -4.773982 -0.371150 1.162176 -0.4 0.0 0.2
H -2.948572 -1.640170 2.215986 0.2 0.4 0.1
```
Positions in Å, forces in eV/Å.

No. 2
Entry from OMol25: 6 unconnected molecules or ions with the total composition C15H48BIO20P5 (wB97M-V/def2-TZVPD).

Computed properties:
Total charge   -1

```
90
Properties=species:S:1:pos:R:3:forces:R:3
B 1.316859 0.309405 9.115741 -1.0 -0.3 0.3
I 3.434626 0.726949 8.476962 0.7 0.0 -0.2
H 1.358373 -0.120828 10.235675 0.2 0.0 0.4
H 0.733132 1.353333 9.043309 0.0 0.3 0.0
H 0.823445 -0.519252 8.402258 0.2 -0.1 -0.4
C 2.281657 -3.036628 6.458364 0.0 0.4 0.6
O 2.003039 -3.124200 5.056125 0.0 -1.1 -3.7
P 0.506567 -2.540512 4.514552 -2.3 3.0 8.3
O 0.491788 -1.331312 5.410229 0.4 -0.3 -1.2
O -0.321171 -3.800947 5.180864 0.2 -0.5 -1.3
C -0.006536 -5.124367 4.746227 0.1 0.0 0.3
O -0.929201 -2.000517 3.724692 2.3 -1.1 -2.1
C -1.203138 -2.548129 2.442839 -0.2 -0.2 -0.4
H 3.073255 -3.757934 6.673805 0.0 -0.1 -0.3
H 2.641506 -2.041925 6.719693 -0.2 0.0 0.0
H 1.406396 -3.285715 7.058318 -0.1 0.1 -0.1
H 0.579209 -5.628580 5.518124 0.1 0.0 -0.1
H 0.560220 -5.124968 3.813121 0.0 -0.1 0.0
H -0.937200 -5.672905 4.593595 0.0 0.1 0.0
H -1.324769 -3.634276 2.511245 -0.1 0.0 -0.1
H -0.388980 -2.313267 1.752059 -0.2 -0.1 -0.2
H -2.125024 -2.114219 2.058137 0.0 0.0 0.1
C 3.866345 -3.011487 -1.808678 -0.2 -0.4 -0.1
O 3.681116 -1.850070 -1.015019 1.0 3.0 2.2
P 2.174758 -1.070025 -1.131728 -3.1 -6.6 -6.2
O 1.407412 -2.370783 -1.187454 0.1 0.5 0.9
O 2.541100 -0.532125 -2.640617 0.2 1.2 0.8
C 3.657094 0.358029 -2.799420 0.3 -0.1 -0.2
O 0.699971 -0.208736 -1.155701 2.1 1.8 2.5
C 0.742770 1.152042 -0.686311 -0.1 0.2 -0.1
H 4.941942 -3.171047 -1.905757 0.0 0.2 0.1
H 3.427813 -3.876336 -1.312680 -0.1 0.1 -0.1
H 3.436125 -2.889912 -2.803380 -0.1 0.0 0.1
H 4.494991 -0.190219 -3.231238 0.0 0.1 0.0
H 3.966359 0.796397 -1.848441 0.1 0.0 -0.1
H 3.371383 1.158227 -3.481330 -0.1 -0.1 0.0
H 1.406143 1.755623 -1.312429 -0.1 0.1 0.0
H 1.086264 1.182598 0.348357 -0.1 0.2 0.0
H -0.261948 1.566698 -0.733584 0.0 -0.1 0.0
C -6.395983 -1.778480 3.791652 0.6 0.1 0.3
O -7.133060 -2.381608 2.728544 -2.4 -1.8 -2.2
P -6.464480 -2.263631 1.180795 6.7 4.7 2.5
O -5.025178 -2.496108 1.536677 -1.2 -0.6 -0.5
O -6.831927 -0.661116 1.111761 -0.9 -0.5 -0.5
C -8.194804 -0.264045 1.292821 0.1 0.2 0.2
O -6.211287 -2.285153 -0.505658 -2.7 -2.2 1.0
C -7.362304 -2.525726 -1.327173 0.0 0.1 -0.2
H -7.090478 -1.616651 4.617253 -0.2 -0.1 -0.2
H -5.606490 -2.449083 4.125577 0.1 0.1 -0.1
H -5.972612 -0.819853 3.492624 0.0 -0.1 -0.1
H -8.316512 0.165781 2.288752 -0.1 -0.1 0.0
H -8.883905 -1.103252 1.181479 -0.1 0.1 0.1
H -8.439327 0.494261 0.548460 0.1 0.0 0.0
H -8.108487 -1.736972 -1.190682 0.0 0.0 -0.1
H -7.804706 -3.495482 -1.088419 0.0 0.0 -0.2
H -7.045299 -2.533288 -2.368323 0.1 0.0 0.1
C 2.949421 -2.550659 -6.703401 -0.2 0.0 0.6
O 4.051984 -2.273294 -7.564821 2.8 0.0 -2.5
P 4.735271 -0.732212 -7.447664 -5.6 2.8 5.8
O 4.681713 -0.573984 -5.955887 0.8 -0.4 -1.1
O 3.426701 -0.062549 -8.185652 0.7 -0.1 -0.9
C 3.053796 -0.540415 -9.482768 -0.2 0.0 0.1
O 5.629129 0.693259 -7.721249 1.4 -2.8 -1.6
C 6.317048 0.792628 -8.977174 0.0 0.2 -0.1
H 2.408499 -3.396364 -7.130435 0.2 0.0 -0.2
H 3.309431 -2.829538 -5.714640 0.0 0.2 0.0
H 2.273377 -1.698937 -6.630052 0.1 0.0 0.0
H 2.170624 -1.175522 -9.393471 0.1 -0.1 -0.1
H 3.855537 -1.111132 -9.954737 -0.1 0.0 -0.1
H 2.811408 0.315127 -10.113472 0.0 0.0 0.1
H 5.608397 0.771437 -9.810527 0.0 0.0 0.0
H 7.034572 -0.023688 -9.083864 0.1 0.1 -0.1
H 6.856957 1.737235 -8.998867 -0.1 0.0 0.1
C 0.124798 5.356570 3.735984 0.6 -0.4 0.2
O -0.926221 5.465358 2.774778 -3.6 0.5 -1.6
P -0.477950 5.451680 1.139373 9.1 -0.8 2.8
O 0.588996 4.398177 1.309102 -1.2 -0.1 -0.6
O 0.147199 6.967178 1.303005 -1.2 0.5 -0.7
C -0.732895 8.031192 1.679750 0.2 0.1 0.2
O -0.188864 5.527412 -0.547253 -3.6 -0.1 0.3
C -1.231285 6.092075 -1.354745 0.1 0.2 -0.1
H -0.261857 5.735950 4.682711 -0.3 0.0 -0.2
H 0.404318 4.313423 3.866795 0.1 0.1 -0.1
H 0.994699 5.946286 3.446608 0.0 -0.1 -0.1
H -0.562791 8.286552 2.727175 -0.1 0.0 0.0
H -1.782100 7.761286 1.545909 0.0 0.1 0.1
H -0.511490 8.902720 1.062880 0.0 -0.1 0.0
H -1.413939 7.135486 -1.079230 0.0 0.0 -0.1
H -2.152991 5.516102 -1.244138 0.0 0.1 -0.2
H -0.918343 6.053486 -2.396685 0.1 0.0 0.1
```
Positions in Å, forces in eV/Å.

No. 3
Entry from OMol25: C5H5N3 in the gas phase (wB97M-V/def2-TZVPD).

Computed properties:
SMILES   C#Cc1ccn(N)n1
Energy relative to the best compared isomer or geometry (same formula, charge and spin)   56.6 kcal per mole

```
13
Properties=species:S:1:pos:R:3:forces:R:3
C 0.814396 -1.124962 -0.611859 1.5 -1.5 0.4
C 0.281312 -0.120447 -1.320798 -1.5 1.4 -0.1
C -0.387549 0.668449 -0.319791 0.0 -1.4 0.1
C -1.250202 1.777194 -0.485861 0.0 1.0 -0.5
C -1.845804 2.786900 -0.757409 0.4 -0.5 0.1
H 1.416342 -1.064036 2.405790 0.1 -0.2 0.1
H 0.232551 -2.166219 2.103057 0.5 -0.1 0.3
H 1.397293 -1.990248 -0.910420 -0.1 0.3 0.1
H 0.215032 0.022933 -2.390806 0.2 0.0 0.2
H -2.257544 3.729761 -1.006415 -0.3 0.1 0.0
N 1.057818 -1.709774 1.704977 -0.7 -0.3 1.0
N 0.549389 -0.924568 0.704827 0.2 0.0 -2.4
N -0.223034 0.115018 0.884707 -0.3 1.3 0.6
```
Positions in Å, forces in eV/Å.

No. 4
Entry from OMol25: C5H9NO in the gas phase (wB97M-V/def2-TZVPD).

Computed properties:
SMILES   CC(C)=CC(N)=O
Energy relative to the best compared isomer or geometry (same formula, charge and spin)   61.1 kcal per mole

```
16
Properties=species:S:1:pos:R:3:forces:R:3
C -1.616315 -0.030084 -0.137806 0.3 -0.1 -0.4
C -0.338240 0.793161 2.180365 -1.2 -1.5 -2.9
C 1.087270 -0.037877 -1.619533 0.4 0.8 1.9
C -0.305428 0.233724 0.478701 -0.9 2.3 6.7
N 1.371753 -1.345485 -1.866297 0.0 0.0 0.4
C 0.922851 0.341991 0.154904 1.9 -1.7 -7.1
O 0.968787 0.765350 -2.520808 -0.1 -0.1 0.8
H 1.598163 -1.633890 -2.808959 -0.2 0.1 0.2
H 1.422601 -2.000679 -1.107250 0.1 0.0 -0.1
H 1.873900 0.528691 0.612042 -0.2 0.2 0.5
H -2.299412 0.788023 0.091178 0.0 0.0 -0.1
H -1.494410 -0.125369 -1.217455 -0.2 0.0 0.0
H -2.046796 -0.950877 0.258998 0.0 0.0 0.0
H -0.814463 1.769742 2.161587 -0.1 0.0 0.1
H 0.635595 0.841439 2.657085 0.1 -0.1 -0.4
H -0.965854 0.062139 2.683249 -0.1 0.2 0.3
```
Positions in Å, forces in eV/Å.

Looking at LUMO for the records above, in order, we have 0.20; -1.17; 1.05; 0.91 eV.
Looking at electronic energy for the records above, in order, we have -3096.306868; -4134.114329; -357.682346; -325.840107 a.u..